# 1
ORCA calculation (wB97M-V/def2-TZVPD) on a molecular structure, C24H26BBrN7O3RuS3.

```
66
Properties=species:S:1:pos:R:3:forces:R:3
Ru 0.707 -0.473 -0.117 0.087 0.019 0.036
O 2.106 3.085 -1.685 0.064 0.125 0.024
C 1.079 3.510 -2.455 0.080 0.027 -0.150
C 1.217 4.721 -3.125 -0.012 -0.002 -0.022
C 0.218 5.162 -3.976 0.002 -0.019 0.016
C -0.927 4.402 -4.182 -0.035 -0.009 0.013
C -1.072 3.206 -3.499 -0.042 0.074 0.093
C -0.093 2.762 -2.617 0.046 -0.101 0.064
C -0.290 1.507 -1.811 -0.166 0.219 -0.019
O 0.844 0.732 -1.744 0.392 -0.309 0.032
N -0.660 1.896 -0.416 -0.272 0.092 0.015
N -0.778 0.756 0.341 0.022 -0.144 -0.112
C -1.644 0.634 1.277 -0.044 0.000 0.182
C -1.681 -0.551 2.118 -0.014 0.012 0.009
Br -0.077 -1.621 2.091 0.104 0.094 -0.002
C -2.678 -0.945 2.913 -0.008 0.023 0.000
C -4.000 -0.314 3.009 -0.020 0.032 0.021
C -4.630 -0.268 4.254 0.022 -0.004 -0.004
C -5.870 0.329 4.392 -0.023 0.013 -0.004
C -6.511 0.868 3.284 0.025 -0.014 -0.008
C -5.910 0.797 2.035 -0.010 0.007 0.011
C -4.663 0.209 1.897 -0.010 -0.013 -0.028
H 1.973 2.132 -1.528 -0.140 -0.061 0.060
H 2.125 5.289 -2.979 0.007 0.006 -0.003
H 0.342 6.101 -4.498 0.005 0.009 -0.001
H -1.697 4.741 -4.861 -0.002 0.004 -0.015
H -1.967 2.608 -3.634 -0.006 -0.019 -0.021
H -1.160 0.949 -2.216 0.131 -0.073 -0.083
H -1.504 2.466 -0.390 0.070 0.002 0.075
H -2.351 1.431 1.487 0.019 -0.003 -0.024
H -2.508 -1.795 3.565 0.021 -0.017 -0.011
H -4.136 -0.696 5.118 0.000 -0.002 0.008
H -6.344 0.368 5.363 0.001 0.000 0.006
H -7.484 1.326 3.389 -0.007 0.002 0.006
H -6.420 1.187 1.164 -0.004 0.001 -0.004
H -4.224 0.115 0.911 0.003 -0.002 -0.001
C 1.033 -1.517 -3.947 0.014 0.026 -0.010
N 2.069 -1.880 -2.985 0.003 0.023 0.036
C 3.377 -1.519 -3.064 0.003 -0.039 0.006
C 4.001 -2.066 -1.982 0.024 0.013 -0.016
N 3.076 -2.727 -1.236 0.016 0.034 0.026
B 3.451 -3.470 0.102 -0.030 -0.057 0.006
N 3.194 -2.585 1.393 0.045 0.024 0.056
C 3.249 -3.210 2.622 0.044 0.009 -0.029
C 3.237 -2.263 3.586 -0.015 0.036 -0.008
N 3.171 -1.048 2.941 0.042 -0.017 0.005
C 3.085 0.259 3.572 -0.010 0.043 0.016
C 3.145 -1.262 1.611 -0.100 -0.173 -0.010
S 2.948 -0.010 0.428 0.026 0.279 -0.061
C 1.896 -2.587 -1.850 -0.027 -0.077 -0.049
S 0.388 -3.351 -1.413 0.065 0.078 -0.079
H 1.503 -1.377 -4.917 0.006 0.002 0.012
H 0.566 -0.591 -3.618 -0.018 0.004 0.011
H 0.309 -2.326 -4.013 -0.013 0.008 0.008
H 3.754 -0.916 -3.870 0.006 0.008 -0.010
H 5.033 -2.032 -1.686 0.009 0.004 0.011
H 4.631 -3.681 0.031 -0.020 -0.029 -0.003
H 2.792 -4.468 0.209 -0.037 0.035 0.006
H 3.315 -4.280 2.701 -0.001 -0.015 -0.005
H 3.271 -2.340 4.657 -0.004 0.003 0.015
H 2.914 0.118 4.635 0.007 -0.011 0.000
H 2.260 0.821 3.137 0.000 -0.013 0.008
H 4.008 0.815 3.420 -0.002 -0.001 -0.009
O -2.541 -3.272 -1.325 -0.013 0.049 0.040
S -2.008 -1.969 -0.991 -0.014 -0.039 -0.128
N -0.462 -1.893 -1.024 -0.292 -0.178 -0.006
```
Positions in Å, forces in eV/Å.

## Properties
Relative energy (zero: lowest compared OMol25 entry of this formula, charge and spin)   15.7 kcal per mole
E_tot   -5427.2804 a.u.
LUMO energy   -0.1559 Ha
Charge   +1
Multiplicity   1
Frontier orbital gap   6.1 eV



# 2
ORCA calculation (wB97M-V/def2-TZVPD) on a molecular structure, C24H26BeN4Si in a non-equilibrium geometry.

```
56
Properties=species:S:1:pos:R:3:forces:R:3
C 0.453 1.595 4.343 -0.554 0.260 -0.583
C 0.737 2.522 3.300 -0.710 -0.491 0.059
C -0.440 2.660 2.505 0.067 -0.441 0.736
H 1.680 3.043 3.146 -0.196 -0.099 0.027
C -1.453 1.826 3.062 0.707 0.005 -0.068
C -0.900 1.162 4.193 0.573 0.411 -0.374
H -1.435 0.503 4.869 -0.076 0.073 0.134
H 1.136 1.304 5.137 -0.044 0.085 0.025
H -0.545 3.301 1.630 -0.025 -0.133 0.280
H -2.474 1.732 2.693 0.179 0.032 0.099
Be -0.101 -1.717 0.475 0.080 2.115 -1.265
C 0.687 1.546 -0.549 0.594 0.151 -0.489
H 0.075 2.328 -1.013 0.227 0.023 -0.083
H 1.748 1.749 -0.723 -0.083 0.306 -0.009
H 0.534 1.638 0.531 -0.077 -0.190 -0.196
Si 0.220 -0.184 -1.274 -0.019 2.396 0.623
C 1.634 -0.535 -2.474 0.088 -0.766 0.186
C 2.360 0.542 -3.000 0.251 -0.185 -0.362
H 2.151 1.563 -2.669 0.113 -0.430 -0.154
C 3.344 0.324 -3.972 -0.197 -0.113 0.136
H 3.903 1.177 -4.355 -0.064 -0.224 0.013
C 3.600 -0.968 -4.443 -0.225 0.124 0.245
H 4.377 -1.131 -5.191 -0.270 0.014 0.186
C 2.862 -2.044 -3.938 -0.049 0.019 0.197
H 3.047 -3.052 -4.316 -0.025 0.274 0.129
C 1.898 -1.837 -2.939 0.399 0.455 -0.394
H 1.346 -2.689 -2.529 0.166 0.283 -0.173
C -1.265 0.243 -2.351 -0.457 -0.920 0.112
C -1.104 0.387 -3.739 -0.141 0.535 0.040
H -0.262 -0.082 -4.255 -0.106 0.353 0.258
C -1.994 1.184 -4.469 -0.124 -0.186 0.249
H -1.792 1.400 -5.518 -0.124 -0.155 0.191
C -3.120 1.730 -3.844 0.314 -0.100 0.121
H -3.785 2.393 -4.401 0.161 -0.258 0.210
C -3.379 1.422 -2.504 0.064 -0.216 0.050
H -4.279 1.812 -2.032 0.146 -0.137 -0.068
C -2.472 0.651 -1.761 -0.062 0.494 -0.558
H -2.685 0.394 -0.719 0.133 0.378 -0.225
H 0.056 -1.752 -0.951 0.138 -1.601 -0.030
H -0.190 -0.153 0.349 -0.724 -1.643 0.048
N 1.308 -1.344 3.791 -0.024 -0.496 -0.424
C 2.522 -0.948 3.234 -1.004 -0.256 0.042
C 2.394 -1.098 1.886 -0.741 -0.632 -0.279
N 1.143 -1.643 1.607 -0.004 0.087 1.329
C 0.498 -1.750 2.787 1.789 0.711 -0.060
C -0.907 -2.009 2.689 -1.867 0.276 -0.395
N -1.398 -2.105 1.433 -0.346 -0.343 1.514
C -2.786 -2.155 1.548 0.877 -0.021 0.030
C -3.126 -2.074 2.865 0.872 0.060 0.055
N -1.928 -1.967 3.576 0.167 -0.411 -0.402
H 1.022 -1.275 4.767 0.287 0.307 -0.570
H 3.338 -0.596 3.834 -0.044 0.116 0.033
H 3.062 -0.851 1.076 0.083 -0.079 0.215
H -3.406 -2.256 0.671 -0.002 0.060 0.149
H -4.085 -2.080 3.351 0.085 0.029 0.009
H -1.821 -1.833 4.580 -0.177 0.098 -0.565
```
Positions in Å, forces in eV/Å.

## Properties
Relative energy (zero: lowest compared OMol25 entry of this formula, charge and spin)   0.0 kcal per mole
E_tot   -1453.3434 a.u.
LUMO energy   -0.0250 Ha
Multiplicity   1
Frontier orbital gap   5.0 eV



# 3
ORCA calculation (wB97M-V/def2-TZVPD) on a molecular structure, C24H26CeN4O2 in a non-equilibrium geometry.

```
57
Properties=species:S:1:pos:R:3:forces:R:3
Ce 0.256 0.640 0.114 4.144 -1.535 -1.213
N -0.171 2.119 2.501 -0.420 -0.239 -0.077
C -1.647 1.903 2.381 -0.079 0.174 0.077
C -1.774 1.506 0.930 -2.170 0.664 0.132
O -1.951 0.287 0.636 -0.442 0.512 0.497
O -1.269 2.295 0.070 -1.344 0.651 0.503
H 0.122 1.974 3.458 0.066 -0.097 0.090
H 0.015 3.088 2.284 0.148 0.179 -0.060
H -2.242 2.779 2.624 0.021 0.146 0.049
H -1.944 1.072 3.005 -0.066 -0.090 0.122
C 1.195 -3.195 -4.045 -0.010 -0.035 -0.067
C 2.625 -3.009 -4.492 -0.152 -0.109 -0.064
C 3.290 -4.053 -5.138 0.000 -0.079 -0.034
C 4.596 -3.924 -5.586 -0.026 0.005 0.016
C 5.279 -2.730 -5.391 -0.024 -0.010 0.009
C 4.651 -1.690 -4.728 0.070 0.036 -0.022
C 3.337 -1.828 -4.288 0.068 0.265 0.221
N 2.735 -0.707 -3.627 0.027 -0.152 -0.133
C 2.158 -0.724 -2.398 0.237 0.206 -0.015
N 2.435 -1.806 -1.659 -0.183 -0.031 0.294
C 1.821 -2.390 -0.492 0.432 0.038 -0.395
C 0.954 -1.696 0.338 -0.195 0.259 -0.375
C 0.392 -2.424 1.387 -0.094 -0.088 0.209
C 0.701 -3.752 1.627 0.109 -0.089 -0.013
C 1.626 -4.379 0.804 0.044 -0.114 0.024
C 2.210 -3.715 -0.268 0.053 -0.254 -0.042
C 3.218 -4.415 -1.156 -0.046 -0.035 0.056
N 1.451 0.304 -1.954 -0.198 -0.177 -0.006
C 1.081 1.373 -2.834 0.154 -0.222 0.139
C 0.473 1.128 -4.070 -0.128 -0.004 -0.056
C 0.083 2.170 -4.888 -0.017 0.039 -0.041
C 0.282 3.485 -4.478 -0.025 -0.015 -0.027
C 0.853 3.731 -3.245 -0.034 -0.002 0.049
C 1.255 2.691 -2.403 0.017 0.204 0.008
C 1.835 3.045 -1.050 -0.093 0.100 -0.437
H 0.626 -3.719 -4.814 0.048 -0.012 0.024
H 0.694 -2.248 -3.848 0.019 -0.025 -0.042
H 1.135 -3.791 -3.128 -0.038 0.081 -0.108
H 2.755 -4.984 -5.304 0.051 0.093 0.008
H 5.079 -4.754 -6.092 -0.058 0.086 0.046
H 6.298 -2.612 -5.741 -0.068 -0.014 0.028
H 5.174 -0.757 -4.542 -0.046 -0.085 -0.019
H 2.769 0.186 -4.089 -0.027 0.018 -0.077
H 3.082 -2.421 -2.124 0.081 -0.088 0.025
H -0.332 -1.949 2.047 -0.039 0.035 0.041
H 0.238 -4.293 2.445 0.052 0.026 -0.056
H 1.901 -5.412 0.989 -0.023 0.053 -0.005
H 3.425 -5.417 -0.785 -0.029 0.024 0.016
H 4.178 -3.884 -1.190 -0.082 -0.040 0.039
H 2.866 -4.521 -2.190 0.065 -0.006 0.180
H 0.296 0.107 -4.382 0.014 -0.008 0.011
H -0.384 1.957 -5.842 0.029 0.023 0.065
H -0.018 4.310 -5.114 0.022 -0.058 0.039
H 0.995 4.756 -2.916 0.002 -0.065 -0.015
H 2.396 3.974 -1.110 0.076 0.023 0.012
H 2.514 2.283 -0.683 0.202 -0.207 0.134
H 1.032 3.245 -0.339 -0.093 0.043 0.234
```
Positions in Å, forces in eV/Å.

## Properties
Relative energy (zero: lowest compared OMol25 entry of this formula, charge and spin)   4.9 kcal per mole
E_tot   -1774.6476 a.u.
LUMO energy (alpha / beta)   -0.0988 / -0.0978 Ha
<S²>   0.751
Charge   +1
Multiplicity   2
Frontier orbital gap (alpha / beta)   8.1 / 8.1 eV



# 4
ORCA calculation (wB97M-V/def2-TZVPD) on a molecular structure, C24H26ClN3O5RhS2 in a non-equilibrium geometry.

```
62
Properties=species:S:1:pos:R:3:forces:R:3
Rh -0.966 0.438 0.358 1.031 -0.474 -0.333
C 1.192 -0.731 3.911 -0.033 0.002 -0.018
C -0.130 -0.665 3.211 0.005 -0.097 0.087
O -0.524 0.371 2.662 -0.254 -0.006 -0.087
N -0.869 -1.793 3.209 -0.015 0.091 -0.164
C -2.130 -1.897 2.491 0.141 -0.003 -0.040
C -1.947 -2.516 1.129 0.017 -0.014 -0.047
C -2.017 -3.888 0.953 -0.063 -0.080 -0.022
C -1.790 -4.428 -0.303 0.007 0.000 0.017
C -1.501 -3.577 -1.356 -0.040 -0.079 -0.027
C -1.450 -2.221 -1.108 -0.060 0.034 0.010
N -1.665 -1.698 0.104 0.111 0.215 0.138
H 1.437 0.247 4.317 -0.029 -0.001 0.004
H 1.949 -0.988 3.167 -0.013 0.013 -0.017
H 1.198 -1.479 4.702 0.045 0.010 0.006
H -0.460 -2.636 3.577 0.031 0.019 0.086
H -2.520 -0.890 2.383 -0.117 0.067 0.049
H -2.836 -2.478 3.080 0.025 -0.041 0.029
H -2.252 -4.530 1.793 -0.010 0.053 -0.009
H -1.843 -5.498 -0.455 0.013 0.013 -0.005
H -1.320 -3.955 -2.352 0.000 0.027 0.019
H -1.243 -1.511 -1.897 0.073 0.046 0.002
O 5.295 0.774 -1.009 0.021 0.021 0.083
S 3.968 0.863 -1.524 -0.080 0.134 -0.118
O 3.763 0.740 -2.944 -0.117 0.081 0.008
N 2.953 -0.174 -0.758 -0.098 -0.085 0.037
C 2.006 0.456 -0.134 0.037 -0.057 -0.135
O 1.055 -0.151 0.488 -0.256 0.267 -0.089
C 2.079 1.956 -0.204 -0.180 -0.086 0.152
C 1.225 2.892 0.353 0.028 0.038 0.033
C 1.456 4.238 0.087 -0.003 -0.031 0.015
C 2.534 4.628 -0.701 0.003 0.028 -0.008
C 3.407 3.686 -1.235 0.112 0.003 -0.094
C 3.155 2.356 -0.968 0.002 -0.141 -0.017
H 0.425 2.595 1.024 -0.056 -0.013 0.002
H 0.802 4.992 0.507 0.023 -0.018 0.011
H 2.703 5.681 -0.891 0.000 -0.034 0.002
H 4.250 3.985 -1.847 -0.018 -0.006 0.048
C 0.477 0.087 -3.960 -0.109 0.021 0.103
S -0.598 1.355 -3.279 0.115 -0.043 -0.207
C 0.565 2.707 -3.368 -0.011 0.130 0.036
O -0.740 1.024 -1.813 -0.109 -0.179 0.344
H 0.912 0.461 -4.887 0.000 -0.018 0.038
H -0.124 -0.796 -4.171 0.017 0.002 0.027
H 1.258 -0.126 -3.226 0.036 0.043 -0.085
H 0.556 3.085 -4.392 0.002 -0.026 0.049
H 1.566 2.382 -3.088 -0.040 -0.042 0.014
H 0.198 3.475 -2.687 0.025 -0.003 -0.044
Cl -2.775 1.906 1.187 -0.307 0.196 0.308
C -3.110 3.075 -0.077 -0.113 0.080 -0.356
C -2.766 4.384 0.159 0.143 0.005 0.151
C -2.986 5.337 -0.830 -0.005 -0.035 -0.109
C -3.529 4.947 -2.054 0.037 0.067 0.014
C -3.873 3.634 -2.279 0.003 -0.029 -0.029
C -3.713 2.635 -1.283 0.035 0.033 0.148
C -4.167 1.332 -1.502 0.006 -0.129 -0.130
H -2.321 4.665 1.106 -0.031 -0.021 -0.027
H -2.719 6.370 -0.651 -0.021 -0.013 0.018
H -3.690 5.686 -2.829 0.014 -0.031 0.003
H -4.291 3.336 -3.233 -0.041 0.019 0.055
H -4.608 1.075 -2.456 0.023 0.020 0.071
H -4.140 0.566 -0.740 0.046 0.052 -0.003
```
Positions in Å, forces in eV/Å.

## Properties
E_tot   -2837.4518 a.u.
LUMO energy (alpha / beta)   -0.0976 / -0.1625 Ha
<S²>   6.045
Charge   +1
Multiplicity   5
Frontier orbital gap (alpha / beta)   7.9 / 7.2 eV